[1]
# C11H18O

A 2-piece molecular cluster, C11H18O overall in a non-equilibrium geometry (ωB97M-V/def2-TZVPD, the Open Molecules 2025 dataset).

## Properties
SMILES ... CCc1ccc(O)cc1.CCC
HOMO level ... -8.213 eV
Gap between HOMO and LUMO ... 9.05 eV
ΔE to the lowest compared entry with this formula, charge and spin ... 362.7 kJ/mol
Net charge ... 0

CARTESIAN COORDINATES (ANGSTROEM)
O1 0.48881 -3.86402 -0.77439
C1 -0.15030 -2.71184 -0.89900
C2 0.43315 -1.63977 -1.50380
C3 -2.18358 0.99038 -0.56231
C4 -2.92372 1.61069 -1.77553
C5 -2.19758 -1.57584 -0.38838
C6 -1.48466 -2.73795 -0.44224
C7 1.86247 2.13838 2.43696
C8 2.43216 -0.00456 1.44086
C9 2.88803 1.43505 1.45348
C10 -1.54095 -0.33136 -0.83984
C11 -0.30693 -0.37962 -1.40285
H1 -3.76492 1.00995 -2.09026
H2 1.64101 3.21311 2.14257
H3 2.39973 2.23854 3.38086
H4 2.71507 2.12803 0.50906
H5 -2.68627 0.80655 0.39934
H6 -1.34036 1.71279 -0.11861
H7 -3.28614 2.50364 -1.44114
H8 -0.00267 0.31037 -1.97012
H9 0.95679 1.57640 2.67685
H10 -2.18027 1.81262 -2.54815
H11 1.99648 -0.22062 0.58435
H12 1.36077 -3.74697 -1.38559
H13 1.81580 -0.36813 2.19347
H14 3.27907 -0.76266 1.57026
H15 3.78441 1.55732 1.93463
H16 1.32998 -1.64582 -2.30734
H17 -2.08378 -3.69471 -0.23901
H18 -3.25160 -1.35994 -0.03414



[2]
# C45H42AsBrIMnN2O4S

C45H42AsBrIMnN2O4S as an isolated structure (ωB97M-V/def2-TZVPD, the Open Molecules 2025 dataset).

## Properties
HOMO level (alpha / beta) ... -3.789 / -4.154 eV
Spin multiplicity ... 6
Gap between HOMO and LUMO (alpha / beta) ... 5.83 / 6.20 eV
⟨S²⟩ ... 8.76
Net charge ... -1

CARTESIAN COORDINATES (ANGSTROEM)
I1 0.69555 -3.13665 3.57252
Br1 6.49459 2.78510 -1.30927
As1 0.38447 1.07664 2.22148
Mn1 0.17903 0.14272 -0.35620
S1 -2.62529 -1.64250 -1.03489
O1 0.56454 -1.12678 -6.44404
O2 -0.50781 0.99296 -2.35255
O3 -1.74846 -0.80323 -0.14350
O4 1.48977 -3.03453 -2.47698
N1 0.46533 -0.99883 -2.36165
N2 0.90167 -2.07826 -4.42889
C1 -0.62944 5.75184 1.51485
C2 -1.93835 -3.75140 -2.59515
C3 -5.75298 -3.29891 1.80987
C4 -0.39740 -4.98027 -0.62619
C5 0.17183 0.25395 -4.52088
C6 -0.85034 4.79538 0.53718
C7 3.64031 2.85701 -1.24410
C8 2.70455 0.27393 3.78441
C9 -0.55994 -5.57853 -1.87052
C10 -5.03224 -2.80528 -0.42899
C11 2.37729 2.31057 -1.02797
C12 0.54273 -1.03446 -5.23076
C13 -2.05836 0.65732 3.65835
C14 -0.50855 3.46743 0.77897
C15 1.33325 1.25305 -4.74590
C16 0.01436 0.06652 -3.01699
C17 -2.90218 0.55485 4.75466
C18 3.08108 2.19202 2.39228
C19 4.74820 2.05416 -1.04820
C20 4.88647 1.28968 3.70031
C21 -0.22566 1.20009 5.10433
C22 4.40917 2.22610 2.79440
C23 2.70324 0.74390 -4.31272
C24 -2.40713 0.77176 6.03429
C25 3.33865 0.22875 -0.44307
C26 0.06316 3.06964 1.98115
C27 0.99043 -2.07152 -3.01922
C28 -3.86515 -2.27402 0.09421
C29 -0.71268 0.97577 3.82297
C30 -3.62611 -2.23141 1.45753
C31 4.61680 0.73374 -0.65552
C32 -1.78229 -3.18033 -1.34267
C33 0.27391 4.04609 2.95434
C34 -4.58225 -2.75226 2.31741
C35 2.17099 0.98666 -0.61520
C36 0.45250 -1.32097 2.32228
C37 -1.32664 -4.97115 -2.85257
C38 -1.12482 0.81160 -5.12837
C39 -1.06930 1.09643 6.20422
C40 -2.32302 -0.10988 -4.93415
C41 2.21876 1.21303 2.87912
C42 -5.98077 -3.32457 0.44038
C43 4.03070 0.31723 4.19708
C44 -0.06501 5.37217 2.72869
C45 -1.01682 -3.77395 -0.35011
H1 1.07447 2.16217 -4.19866
H2 -6.89793 -3.74430 0.04833
H3 2.73092 2.91264 1.67032
H4 -3.94803 0.30786 4.60848
H5 -2.51690 -3.24473 -3.36047
H6 -6.49470 -3.70585 2.48576
H7 -2.52312 -0.27118 -3.87606
H8 1.27832 -2.89702 -4.87768
H9 -2.15860 -1.08191 -5.40816
H10 3.45136 1.52778 -4.43756
H11 5.49551 0.11981 -0.49974
H12 3.26787 -0.80873 -0.12203
H13 -3.06219 0.69042 6.89398
H14 5.92518 1.31329 4.01079
H15 2.04636 -0.50695 4.14609
H16 -4.40416 -2.73265 3.38496
H17 -3.22334 0.32156 -5.37591
H18 0.11416 6.11409 3.49987
H19 4.39375 -0.42457 4.90037
H20 -1.31677 1.77565 -4.65841
H21 -5.19977 -2.81521 -1.50093
H22 -1.42916 -5.42980 -3.82778
H23 -0.89268 6.78810 1.33649
H24 -0.94653 0.98050 -6.19100
H25 1.06076 -1.60357 1.44326
H26 0.81922 1.44404 5.25329
H27 0.72701 3.77267 3.90193
H28 -1.28467 5.07571 -0.41534
H29 0.21984 -5.43969 0.13512
H30 3.76054 3.88985 -1.55063
H31 5.07258 2.97457 2.37733
H32 1.33782 1.49177 -5.81178
H33 -0.67449 1.26541 7.19941
H34 -2.45168 0.49218 2.66033
H35 -0.06401 -6.51801 -2.08239
H36 -0.59451 -1.44321 2.02279
H37 1.52373 2.96625 -1.19126
H38 2.71990 0.45607 -3.25976
H39 -2.70669 -1.79673 1.83346
H40 -0.88247 -3.29803 0.61559
H41 3.01989 -0.11219 -4.91502
H42 -0.69114 2.74354 -0.00747



[3]
# C6H8NO

A 2-piece molecular cluster, C6H8NO overall in a non-equilibrium geometry (ωB97M-V/def2-TZVPD, the Open Molecules 2025 dataset).

## Properties
HOMO level (alpha / beta) ... -12.643 / -12.644 eV
Gap between HOMO and LUMO (alpha / beta) ... 5.53 / 5.54 eV
ΔE to the lowest compared entry with this formula, charge and spin ... 587.4 kJ/mol
Net charge ... +1

CARTESIAN COORDINATES (ANGSTROEM)
O1 1.62525 -0.92680 -0.35818
N1 -1.97667 -0.71776 0.35861
C1 1.16148 0.34179 -0.38222
C2 2.58593 0.02420 -0.31487
C3 0.49387 0.86290 0.75982
C4 -1.78623 -1.99224 0.54232
C5 -3.23398 1.13636 -0.76451
C6 -2.81024 0.15071 -0.19601
H1 3.30533 -0.00242 0.50848
H2 -1.20406 -2.33714 1.34357
H3 3.03074 0.41110 -1.27020
H4 0.84322 0.68938 -1.43813
H5 -3.72083 1.89451 -1.17715
H6 0.48299 0.33593 1.71795
H7 -0.17108 1.61496 0.58954
H8 -2.30586 -2.72281 0.04718



[4]
# C50H108F6N3O4P2S2

A 5-piece molecular cluster, C50H108F6N3O4P2S2 overall in a non-equilibrium geometry (ωB97M-V/def2-TZVPD, the Open Molecules 2025 dataset).

## Properties
HOMO level ... -15.214 eV
Gap between HOMO and LUMO ... 10.15 eV
Net charge ... +3

CARTESIAN COORDINATES (ANGSTROEM)
S1 5.54758 7.46697 23.56366
S2 7.45128 6.10936 25.25714
P1 5.27707 5.93570 17.73490
P2 8.00284 14.41962 22.83838
F1 6.96063 4.01234 23.64742
F2 5.35875 8.18003 26.08357
F3 3.87972 9.08167 24.70881
F4 8.15576 3.63679 25.35090
F5 5.90599 9.85430 24.81150
F6 9.02404 4.76711 23.72324
O1 5.64006 8.29440 22.34542
O2 8.68440 6.61083 25.82852
O3 6.30110 5.88991 26.15014
O4 4.48808 6.49017 23.78413
N1 0.40144 5.76218 26.03646
N2 9.68340 8.40844 29.24273
N3 7.02068 7.06218 24.00910
C1 7.37728 7.19724 29.80776
C2 9.14237 13.15159 23.38207
C3 10.34547 10.80742 29.34222
C4 5.70625 13.40424 24.25594
C5 7.96245 15.97270 23.77506
C6 10.13232 8.76132 30.66651
C7 9.99802 15.86499 19.39852
C8 6.33962 11.05365 18.44862
C9 4.58059 6.57042 16.22890
C10 4.09575 4.72891 18.39102
C11 6.92656 5.21115 17.38979
C12 6.34228 17.75573 24.76879
C13 3.04119 7.10556 16.35566
C14 0.72695 6.92667 26.96946
C15 8.87425 4.17473 18.54055
C16 -1.03629 5.31960 26.35849
C17 5.19061 8.72322 24.85872
C18 10.18684 9.57454 28.40857
C19 2.80524 4.80503 25.85798
C20 6.80264 17.02084 23.53362
C21 2.79622 8.32750 15.48438
C22 3.67638 3.54890 26.17805
C23 0.47766 7.87999 24.74696
C24 5.35792 2.69414 19.25992
C25 9.75137 15.54171 20.88509
C26 1.34109 4.60501 26.23165
C27 5.36983 7.26496 18.93706
C28 9.97713 10.24572 30.77523
C29 5.92383 9.74755 19.10596
C30 7.32961 18.75053 25.42800
C31 5.87249 1.94343 20.43921
C32 7.79594 5.19044 18.65681
C33 0.15393 8.13701 26.23968
C34 4.58353 3.90893 19.67351
C35 4.23976 12.91137 24.20901
C36 9.73320 9.37405 22.46351
C37 3.25756 13.97109 23.70462
C38 11.24166 16.62111 19.10981
C39 7.87445 4.48962 24.40501
C40 9.61866 4.04832 19.84398
C41 6.09937 8.48058 18.28260
C42 9.97970 10.74175 23.03727
C43 0.49136 6.32872 24.61724
C44 10.32827 7.11711 28.75585
C45 1.53411 9.04822 15.88399
C46 6.28947 13.79186 22.85485
C47 8.48557 14.75133 21.12364
C48 8.77742 11.72793 22.82603
C49 8.16032 8.37607 29.10172
C50 5.88196 7.50334 29.60728
H1 4.58249 5.80719 15.42013
H2 2.83360 4.79693 24.77233
H3 4.82975 9.86059 19.31261
H4 9.53582 8.20645 31.34935
H5 5.18060 1.37654 21.08131
H6 1.56718 9.29387 16.98152
H7 7.41024 5.84667 16.64559
H8 7.64519 19.51831 24.70874
H9 4.73152 2.01354 18.60755
H10 7.92012 11.25105 23.32542
H11 6.94476 19.19296 26.31251
H12 8.95068 16.44048 23.63246
H13 4.37262 7.49167 19.11315
H14 -1.63683 6.20222 26.15927
H15 5.69703 14.30697 24.87770
H16 8.59800 11.78413 21.76955
H17 9.70863 16.52517 21.32331
H18 3.70031 8.90660 15.54406
H19 10.77395 11.25358 22.59448
H20 10.06292 4.95820 20.26492
H21 5.74950 11.32915 17.58523
H22 8.45256 3.17913 18.35558
H23 6.21155 2.96480 18.60860
H24 6.39233 9.61962 20.06829
H25 6.63694 4.25954 16.94066
H26 7.67780 6.25297 29.29099
H27 10.00437 6.95411 27.71403
H28 9.20651 16.44867 18.93875
H29 6.38674 2.65573 21.05729
H30 6.32557 12.67929 24.74213
H31 0.64145 8.40760 15.74127
H32 -0.31195 8.24963 24.10019
H33 5.74799 14.53876 22.26948
H34 -0.90372 8.20313 26.51713
H35 8.94257 10.52237 30.94634
H36 10.45382 3.36691 19.78966
H37 5.56219 8.50548 29.96293
H38 5.84863 6.87599 19.84421
H39 3.72261 3.58901 20.21930
H40 12.21777 16.10333 19.32117
H41 5.86099 16.58001 23.20588
H42 2.77322 7.44353 17.39237
H43 8.73936 8.98390 22.61416
H44 7.78646 9.37980 29.36292
H45 10.52794 10.50503 31.65469
H46 5.20814 4.43426 20.43771
H47 9.90789 6.42786 29.50054
H48 3.22842 2.59706 25.81403
H49 6.18330 11.89233 19.16098
H50 3.92327 12.40799 25.09859
H51 3.30599 5.73055 26.16671
H52 10.39386 8.60102 22.91850
H53 5.48990 7.40118 28.61637
H54 5.35936 6.81495 30.26013
H55 3.23694 5.35671 18.69036
H56 7.21879 4.94438 19.51096
H57 11.12309 9.30344 27.95166
H58 3.84198 4.04847 17.60354
H59 5.12355 7.45529 15.75775
H60 9.50597 4.43720 17.67950
H61 3.05553 14.87595 24.28285
H62 9.42814 9.78181 27.63259
H63 11.20740 17.51208 19.71435
H64 5.71092 8.68590 17.29053
H65 6.34239 12.88022 22.23726
H66 -0.35805 5.88526 24.07559
H67 2.31794 13.43451 23.62985
H68 9.90725 9.35892 21.41043
H69 7.62748 15.19151 20.58317
H70 1.24311 4.38760 27.32359
H71 10.19842 13.43546 23.20004
H72 0.23461 6.76659 27.90279
H73 5.49292 18.35815 24.56954
H74 1.48198 10.05675 15.47292
H75 -1.26201 4.51368 25.67576
H76 8.50416 13.71339 20.65961
H77 6.06162 16.93355 25.37599
H78 7.37717 11.17674 18.18360
H79 2.42831 6.22339 16.14254
H80 1.84933 7.03685 27.04446
H81 0.58944 9.07399 26.63863
H82 4.13712 12.15075 23.44265
H83 8.33008 18.29244 25.71018
H84 -1.17859 5.07731 27.38170
H85 11.36797 16.93276 18.09498
H86 0.87528 3.77600 25.68807
H87 11.37782 7.18433 28.92483
H88 9.92061 14.93050 18.82021
H89 1.45223 8.34541 24.50462
H90 7.24249 8.29230 18.21088
H91 2.66844 8.02103 14.41516
H92 9.18913 13.16916 24.50546
H93 7.07133 17.70732 22.75663
H94 8.14417 6.24526 18.73306
H95 7.91192 15.54093 24.81832
H96 9.71398 11.66374 29.17337
H97 6.51247 1.10486 20.22925
H98 7.94299 8.21989 28.01537
H99 11.33389 11.22564 29.31958
H100 7.48127 7.10232 30.91990
H101 10.61671 15.03584 21.31042
H102 4.71055 3.59698 25.77064
H103 8.83646 3.74254 20.60428
H104 11.17647 8.56006 30.84362
H105 3.60451 14.24196 22.66939
H106 1.43759 5.98320 24.19623
H107 10.07735 10.68870 24.12091
H108 3.87594 3.51990 27.25184



no.,E (eV),molar mass (g mol⁻¹)
1,-13742.9066,166.26
2,-239656.6806,1043.58
3,-9874.2928,110.14
4,-122792.5626,1055.50